No. 1
Computed, not measured: 2 unconnected molecules or ions with the total composition C2H9NO in a non-equilibrium geometry, with the ωB97M-V functional and the def2-TZVPD basis.

Geometry (Å):
C: 0.431 -1.285 1.070
N: 0.535 0.189 0.666
C: 1.538 0.315 -0.434
H: 0.903 -1.645 1.961
H: -0.639 -1.538 1.218
H: 0.768 -1.787 0.141
H: 1.051 0.673 1.316
H: 2.599 0.183 -0.281
H: 1.392 1.251 -0.849
H: 1.214 -0.415 -1.144
H: -2.127 0.002 -1.527
H: -1.541 1.202 -0.923
O: -2.397 0.822 -1.049

Computed properties:
ΔE to the lowest compared entry with this formula, charge and spin   1.637 eV
Strongest force on any atom   0.122 hartree/bohr
Net charge   +1
⟨S²⟩   0.75
2S+1   2



No. 2
Computed, not measured: 2 unconnected molecules or ions with the total composition C3H4ClF in a non-equilibrium geometry, with the ωB97M-V functional and the def2-TZVPD basis.

Geometry (Å):
C: -0.521 -1.812 -0.203
C: -0.631 -0.543 -0.148
C: -0.909 0.708 -0.151
F: -1.712 1.459 0.727
H: -1.290 -2.278 -0.837
H: 0.024 -2.411 0.555
H: -0.470 1.488 -0.792
Cl: 3.274 1.301 0.398
H: 2.235 2.087 0.450

Computed properties:
ΔE to the lowest compared entry with this formula, charge and spin   1.857 eV
Strongest force on any atom   0.070 hartree/bohr
Net charge   0
SMILES   C=C=CF.Cl



No. 3
Computed, not measured: 7 unconnected molecules or ions with the total composition C14H35BIN4O13S in a non-equilibrium geometry, with the ωB97M-V functional and the def2-TZVPD basis.

Geometry (Å):
O: 2.653 2.908 2.062
C: 1.967 1.995 1.842
N: 0.973 1.315 1.511
N: 1.016 0.803 0.156
C: 1.010 -0.710 0.212
C: 2.418 -1.245 -0.077
C: 2.789 -1.265 -1.550
O: 2.662 0.028 -2.153
C: -0.079 -1.337 -0.678
C: -0.160 -2.877 -0.605
C: -0.574 -3.365 -1.997
O: -0.326 -4.767 -2.079
O: -1.377 -0.810 -0.457
C: -1.460 0.596 -0.391
I: -2.338 1.096 1.535
C: -2.448 1.032 -1.512
B: -3.854 0.239 -1.398
O: -4.935 0.698 -0.730
O: -3.964 -0.986 -2.057
C: -0.129 1.325 -0.672
C: -0.220 2.865 -0.590
C: -0.289 3.480 -2.010
S: -1.585 4.784 -2.072
C: -1.851 4.894 -3.816
N: -2.912 5.158 -4.464
N: -2.534 5.088 -5.800
C: -1.313 4.789 -5.852
O: -0.776 4.648 -4.590
H: 1.907 1.090 -0.265
H: 0.810 -0.999 1.247
H: 2.479 -2.264 0.310
H: 3.164 -0.682 0.502
H: 2.248 -2.021 -2.128
H: 3.843 -1.551 -1.626
H: 1.903 0.044 -2.745
H: 0.179 -1.122 -1.729
H: -0.873 -3.228 0.142
H: 0.808 -3.345 -0.412
H: -1.630 -3.157 -2.208
H: 0.059 -2.881 -2.759
H: -0.386 -5.014 -3.008
H: -2.651 2.104 -1.393
H: -2.025 0.813 -2.499
H: -4.784 1.560 -0.324
H: -4.012 -0.781 -3.001
H: 0.166 1.111 -1.702
H: -1.107 3.187 -0.041
H: 0.669 3.282 -0.111
H: -0.553 2.764 -2.789
H: 0.652 3.957 -2.287
H: -0.676 4.625 -6.705
O: 0.935 -3.021 2.659
H: 1.268 -3.920 2.761
H: 0.984 -2.669 3.553
O: 5.244 0.972 2.999
H: 5.101 0.929 3.951
H: 4.441 1.373 2.659
O: 0.465 -4.685 4.772
H: 0.360 -4.731 5.733
H: -0.359 -4.293 4.465
O: 0.076 -3.898 7.567
H: 0.468 -3.019 7.578
H: -0.375 -3.970 8.415
O: 0.867 -7.291 6.085
H: 1.016 -6.682 6.816
H: 1.144 -6.799 5.305
O: -1.456 8.007 -0.135
H: -1.569 8.630 -0.860
H: -1.167 7.193 -0.558

Computed properties:
Strongest force on any atom   0.051 hartree/bohr
Net charge   +1
Calculated total energy   -2472.06676 Eh



No. 4
Computed, not measured: C19H22N2O4S in the gas phase, with the ωB97M-V functional and the def2-TZVPD basis.

Geometry (Å):
C: -2.085 -3.488 1.374
C: -1.890 -2.083 0.848
O: -0.787 -1.616 0.672
N: -3.031 -1.366 0.592
C: -4.366 -1.920 0.509
C: -4.867 -1.717 -0.923
O: -4.957 -0.345 -1.233
C: -3.950 0.437 -0.755
C: -3.932 1.765 -1.179
C: -2.949 2.627 -0.740
C: -1.999 2.160 0.149
S: -0.701 3.244 0.709
O: -1.148 4.606 0.682
O: -0.169 2.732 1.942
N: 0.377 3.100 -0.564
C: 1.161 1.887 -0.653
C: 2.287 1.790 0.386
C: 3.096 0.539 0.189
C: 2.529 -0.710 0.423
C: 3.276 -1.856 0.224
C: 4.590 -1.774 -0.205
C: 5.172 -0.538 -0.444
C: 6.599 -0.425 -0.893
C: 4.411 0.607 -0.246
C: -2.010 0.860 0.603
C: -2.974 -0.029 0.141
H: -2.485 -4.141 0.601
H: -1.109 -3.864 1.669
H: -2.746 -3.497 2.237
H: -4.374 -2.977 0.758
H: -5.023 -1.381 1.200
H: -5.872 -2.123 -1.057
H: -4.180 -2.212 -1.622
H: -4.703 2.086 -1.862
H: -2.909 3.655 -1.056
H: 0.920 3.945 -0.655
H: 1.581 1.834 -1.663
H: 0.467 1.054 -0.528
H: 1.835 1.798 1.379
H: 2.930 2.669 0.295
H: 1.506 -0.786 0.755
H: 2.829 -2.823 0.406
H: 5.166 -2.676 -0.355
H: 7.221 -0.060 -0.075
H: 6.985 -1.390 -1.211
H: 6.688 0.279 -1.719
H: 4.861 1.574 -0.431
H: -1.271 0.552 1.323

Computed properties:
ΔE to the lowest compared entry with this formula, charge and spin   1.315 eV
Strongest force on any atom   0.018 hartree/bohr
Net charge   0
SMILES   CC(=O)N1CCOc2ccc(S(=O)(=O)NCCc3cccc(C)c3)cc21



No. 5
Computed, not measured: a gas-phase ion, C9H15N2 (charge +1) in a non-equilibrium geometry, with the ωB97M-V functional and the def2-TZVPD basis.

Geometry (Å):
C: 0.275 -1.685 -1.110
N: 0.148 -0.720 0.020
C: 0.555 -1.497 1.250
C: -1.239 -0.068 0.164
C: -1.411 0.718 -1.166
C: 0.066 1.161 -1.458
C: 0.842 0.630 -0.195
C: 2.293 0.322 -0.290
N: 3.413 0.038 -0.331
C: 0.390 1.465 0.964
C: -1.034 0.879 1.389
H: -0.481 -2.535 -0.882
H: 0.019 -1.182 -1.961
H: 1.345 -2.147 -1.169
H: 1.375 -2.119 0.990
H: 0.704 -0.973 2.225
H: -0.393 -2.077 1.586
H: -2.068 -0.805 0.266
H: -1.939 1.567 -0.720
H: -1.770 0.212 -2.034
H: 0.513 0.659 -2.374
H: 0.037 2.264 -1.546
H: 0.145 2.488 0.701
H: 0.922 1.414 1.891
H: -0.933 0.259 2.384
H: -1.777 1.734 1.405

Computed properties:
ΔE to the lowest compared entry with this formula, charge and spin   1.908 eV
Strongest force on any atom   0.076 hartree/bohr
Net charge   +1
SMILES   C[N+]1(C)[C@H]2CC[C@]1(C#N)CC2